Computed, not measured: C10H19FeN4O5S5Se2 as an isolated structure, with the ωB97M-V functional and the def2-TZVPD basis.

Geometry (Å):
Fe -0.04170 -0.24417 0.67010
C -2.00498 2.45743 -3.60274
C -1.00688 3.22595 -4.37536
N -1.21426 3.82223 -5.50831
N 0.00171 4.38363 -5.80501
C 0.96050 4.15338 -4.89108
S 2.53795 4.70255 -4.95110
N 0.29877 3.39823 -3.96009
N 0.88245 2.89151 -2.80275
H -2.94648 2.46078 -4.14793
H -2.14859 2.89815 -2.61314
H -1.65571 1.43539 -3.45384
H 0.14037 4.91842 -6.64056
H 0.74555 1.88182 -2.78099
H 0.43266 3.31675 -1.99574
O 0.86397 -1.54172 6.33600
C 0.95781 -2.64037 5.42757
C 0.64554 -2.27664 3.96768
C 0.83183 -3.55330 3.14602
O 2.18671 -3.98528 3.08736
C 1.62066 -1.15680 3.55611
Se 2.12251 -1.05091 1.65907
C -0.81074 -1.82350 3.90147
Se -1.63358 -1.35756 2.17022
H 1.68079 -1.03895 6.27234
H 0.24543 -3.38755 5.78726
H 1.95904 -3.08189 5.46060
H 0.43346 -3.38995 2.14330
H 0.25934 -4.36412 3.60979
H 2.60154 -3.40079 2.43096
H 2.56960 -1.29650 4.08160
H 1.21600 -0.19182 3.86203
H -0.93456 -0.95545 4.54641
H -1.44751 -2.61812 4.30054
S -1.47812 4.03413 -0.16415
C -1.03988 2.45843 0.17012
S 0.45147 2.04578 0.96158
S -1.96352 1.07871 -0.27012
C -1.66751 -1.76574 -2.43467
S 0.04199 -1.29718 -2.49326
O 0.75269 -2.40607 -3.08232
O 0.10473 -0.04667 -3.22875
O 0.42834 -1.11787 -1.06076
H -1.97393 -1.99703 -3.45311
H -2.24565 -0.93557 -2.03623
H -1.75978 -2.64179 -1.79612

## Properties
* charge: -2
* E_HOMO (spin up / spin down): -2.045 / -2.449 eV
* gap between HOMO and LUMO (spin up / spin down): 6.36 / 6.74 eV
* 2S+1: 6
* LUMO level (spin up / spin down): 0.15873 / 0.15769 Ha
* ΔE to the lowest compared entry with this formula, charge and spin: 0.00 kcal/mol